1.
The following is a quantum chemistry calculation of C2HBeO3 as an isolated structure, from the OMol25 dataset.

Geometry as ORCA input:
```
! wB97M-V def2-TZVPD RIJCOSX def2/J DEFGRID3
* xyz 2 2
H 0.256 -2.114 -0.175
O -0.048 -0.533 1.142
O 0.221 -0.068 -1.316
O -0.285 1.678 -0.045
C 0.264 -1.048 0.104
C -0.049 1.145 -1.084
Be -0.360 0.939 1.374
*
```

## Properties
⟨S²⟩ = 0.759

***

2.
The following is a quantum chemistry calculation of C2HBr2Cl2F as an isolated structure, from the OMol25 dataset.

Geometry as ORCA input:
```
! wB97M-V def2-TZVPD RIJCOSX def2/J DEFGRID3
* xyz 0 3
C -1.254 0.255 -1.348
C 1.088 -0.320 1.026
F -2.333 0.308 -0.637
Cl -0.790 1.529 -2.308
Cl 2.240 -1.465 0.349
Br 1.494 1.419 1.609
Br -0.065 -1.294 2.253
H -0.379 -0.432 -0.944
*
```

## Properties
⟨S²⟩ = 2.009

***

3.
The following is a quantum chemistry calculation of C2HBr2FO as an isolated structure, from the OMol25 dataset.

Geometry as ORCA input:
```
! wB97M-V def2-TZVPD RIJCOSX def2/J DEFGRID3
* xyz 0 1
C -0.390 -1.236 0.635
C 0.321 0.710 -0.430
O -0.692 -2.182 0.029
F 0.493 0.282 -1.690
Br -1.149 1.920 -0.533
Br 1.902 1.447 0.362
H -0.486 -0.939 1.628
*
```

***

4.
The following is a quantum chemistry calculation of C2HBr2NO as an isolated structure, from the OMol25 dataset.

Geometry as ORCA input:
```
! wB97M-V def2-TZVPD RIJCOSX def2/J DEFGRID3
* xyz 0 1
C -0.516 -0.049 0.758
C 0.745 -0.183 -0.031
N -1.066 -0.353 -0.368
O -0.666 0.286 1.889
Br 1.852 -1.616 -0.552
Br 1.215 1.464 -0.734
H -1.564 0.451 -0.961
*
```

***

5.
The following is a quantum chemistry calculation of the molecule C2HBr2NO2, from the OMol25 dataset.

Geometry as ORCA input:
```
! wB97M-V def2-TZVPD RIJCOSX def2/J DEFGRID3
* xyz 0 1
O 0.405 -1.899 0.106
C 0.155 -0.789 -0.071
N 1.586 0.282 -0.153
O 1.126 1.458 0.004
C 2.886 0.036 -0.128
Br 3.620 -1.732 -0.026
Br 4.033 1.502 -0.067
H -0.740 -0.074 -0.148
*
```

***

6.
The following is a quantum chemistry calculation of C2HBr2NS2 as an isolated structure, from the OMol25 dataset.

Geometry as ORCA input:
```
! wB97M-V def2-TZVPD RIJCOSX def2/J DEFGRID3
* xyz 0 3
C -1.402 0.069 0.214
C 1.375 0.512 -0.044
N -1.250 -1.114 0.183
S 1.860 -0.984 0.308
S -0.490 -2.448 0.120
Br -2.475 1.494 0.338
Br 1.235 1.212 -1.821
H 1.146 1.259 0.702
*
```

## Properties
⟨S²⟩ = 2.013

***

7.
The following is a quantum chemistry calculation of a 2-piece molecular cluster, C2HBrClF3 overall, from the OMol25 dataset.

Geometry as ORCA input:
```
! wB97M-V def2-TZVPD RIJCOSX def2/J DEFGRID3
* xyz 0 1
C -1.873 -0.735 0.425
C 1.558 0.526 -0.175
F -2.299 -1.077 1.621
F 2.664 0.921 -0.811
F 1.113 -0.598 -0.846
Cl -3.156 -1.069 -0.629
Br 0.019 1.700 -0.391
H 1.974 0.333 0.807
*
```

***

8.
The following is a quantum chemistry calculation of a 2-piece molecular cluster, C2HBrF2O overall, from the OMol25 dataset.

Geometry as ORCA input:
```
! wB97M-V def2-TZVPD RIJCOSX def2/J DEFGRID3
* xyz 0 1
C 1.544 -0.695 -0.312
C -2.110 0.652 -0.083
O 1.300 -1.431 0.572
F 2.746 -0.129 -0.574
F -0.950 0.530 0.473
Br -3.425 1.415 0.958
H 0.895 -0.343 -1.034
*
```

***

9.
The following is a quantum chemistry calculation of a 2-piece molecular cluster, C2HBrFN overall, from the OMol25 dataset.

Geometry as ORCA input:
```
! wB97M-V def2-TZVPD RIJCOSX def2/J DEFGRID3
* xyz 0 1
C -1.228 0.207 -0.193
C 0.135 -0.018 -0.566
N -2.321 0.506 -0.116
F 0.479 -1.021 -1.346
Br 1.899 -0.240 2.300
H 1.036 0.567 -0.079
*
```

***

10.
The following is a quantum chemistry calculation of a 2-piece molecular cluster, C2HBrFN overall, from the OMol25 dataset.

Geometry as ORCA input:
```
! wB97M-V def2-TZVPD RIJCOSX def2/J DEFGRID3
* xyz 0 1
C -0.345 0.856 -0.615
C -0.422 -0.322 0.041
N -0.342 1.909 -1.095
F -0.033 -1.514 -0.529
Br -1.320 -0.190 1.700
H 2.462 -0.738 0.499
*
```

***

11.
The following is a quantum chemistry calculation of the molecule C2HBrN2O2, from the OMol25 dataset.

Geometry as ORCA input:
```
! wB97M-V def2-TZVPD RIJCOSX def2/J DEFGRID3
* xyz 0 1
N 0.455 -2.120 1.286
C 0.465 -1.064 0.859
C 0.404 0.204 0.188
Br 1.801 0.317 -1.416
N -0.937 0.453 -0.481
O -1.638 1.245 0.105
O -1.214 -0.207 -1.446
H 0.664 1.172 0.905
*
```

***

12.
The following is a quantum chemistry calculation of the molecule C2HBrN2O2, from the OMol25 dataset.

Geometry as ORCA input:
```
! wB97M-V def2-TZVPD RIJCOSX def2/J DEFGRID3
* xyz 0 1
O 3.438 -2.193 -0.499
N 3.419 -1.167 0.085
O 4.292 -0.397 0.297
N 2.208 -0.837 0.695
C 1.134 -0.264 0.507
C 0.091 0.428 0.263
Br -0.172 2.283 0.572
H -0.860 -0.167 -0.047
*
```

***

Result set for max |F|: 4.174, 4.544, 3.980, 3.985, 2.946, 3.782, 1.862, 2.423, 3.852, 2.503, 4.203, 4.566 eV/Å, one per record in the order listed.
Result set for energy relative to the best compared isomer or geometry (same formula, charge and spin): 0.00, 14.87, 257.51, 185.20, 40.75, 13.64, 305.53, 267.01, 228.22, 392.75, 325.46, 473.21 kJ/mol, one per record in the order listed.